1.
The following is a quantum chemistry calculation of C5H10O in the gas phase at a distorted geometry, from OMol25.

Element x y z (Å)
C  1.05505  -1.56810  -0.14169
C  -0.14968  -0.86807  0.45244
O  0.13312  -0.81629  1.97813
C  -0.25111  0.61340  0.20160
C  0.25861  1.44832  -0.95153
C  -1.21684  1.40743  -0.64614
H  1.94908  -0.96349  0.04426
H  0.97492  -1.72287  -1.22618
H  1.16954  -2.54055  0.34040
H  -1.08235  -1.42174  0.31676
H  -0.68422  -0.82247  2.50751
H  -0.01053  0.70091  1.32676
H  0.81035  2.35619  -0.71577
H  0.57536  0.98974  -1.89232
H  -1.85237  0.92061  -1.39075
H  -1.67891  2.28696  -0.20347

## Properties
Total charge: 0
Highest occupied orbital energy, eV: -9.8460
E_tot, eV: -7392.337
Lowest unoccupied orbital energy, eV: 1.050
Orbital gap, eV: 10.9
SMILES string: C[C@@H](O)C1CC1

---

2.
The following is a quantum chemistry calculation of a molecular structure, CH5O7P2 at a distorted geometry, from OMol25.

Element x y z (Å)
O  -1.32371  0.23861  -0.78088
O  1.48151  -1.34186  -0.57558
O  -0.82327  2.18733  0.53089
O  -0.11916  -0.10013  1.42350
O  2.67583  -0.16642  -1.91934
O  0.27131  -0.37145  -2.52693
O  1.00156  1.14083  -0.61951
C  -1.37837  -0.26576  2.10745
P  -0.32625  0.84945  0.13509
P  1.26739  -0.14330  -1.39560
H  2.88351  -0.90481  -1.33474
H  -0.51655  -0.23799  -1.94289
H  -1.28429  0.16532  3.08259
H  -1.60419  -1.32302  2.20554
H  -2.20533  0.27319  1.61041

## Properties
Total charge: -1
Highest occupied orbital energy, eV: -5.3118
E_tot, eV: -34034.567
Lowest unoccupied orbital energy, eV: 3.779
Orbital gap, eV: 9.1

---

3.
The following is a quantum chemistry calculation of C7H13O3P in the gas phase at a distorted geometry, from OMol25.

Element x y z (Å)
C  -0.03253  1.94747  -1.20908
C  -0.29387  1.07769  -0.27778
C  0.86785  0.37962  0.37100
C  2.26523  0.63206  -0.31075
C  0.73326  0.69396  1.85939
P  -2.12106  0.55424  0.42957
O  -2.68713  1.61625  1.25821
O  -3.00205  0.18690  -0.85017
C  -2.78781  -1.21027  -1.18100
C  -2.39086  -1.91531  0.18864
O  -2.07434  -0.91634  1.10343
H  -0.86565  2.46516  -1.62397
H  0.91470  2.23188  -1.61677
H  0.59325  -0.73161  0.03975
H  3.15767  0.14242  0.16943
H  2.36621  0.31548  -1.39704
H  2.36329  1.72076  -0.45982
H  1.50862  1.50604  2.00566
H  -0.26547  0.91523  2.17164
H  1.11708  -0.14258  2.40085
H  -1.95059  -1.47190  -1.98797
H  -3.66506  -1.68726  -1.49848
H  -3.25420  -2.65032  0.34126
H  -1.58819  -2.45787  -0.12109

## Properties
Total charge: 0
Highest occupied orbital energy, eV: -9.8894
E_tot, eV: -22900.337
Lowest unoccupied orbital energy, eV: 0.670
Orbital gap, eV: 10.6
SMILES string: C=C(C(C)C)P1(=O)OCCO1

---

4.
The following is a quantum chemistry calculation of 2 unconnected molecules or ions with the total composition C3H12OSi2 at a distorted geometry, from OMol25.

Element x y z (Å)
C  -1.69545  2.49256  -0.27914
C  3.29849  -0.28656  0.74092
C  -2.37974  -1.69624  -0.20855
O  -2.01197  1.14455  -0.10027
Si  2.31287  -1.00430  -0.64650
Si  -1.40103  -0.19426  0.52598
H  -2.01294  2.99692  0.64598
H  -2.18227  3.00357  -1.25102
H  -0.61290  2.53081  -0.32823
H  3.16764  0.77646  0.91012
H  3.27350  -0.73496  1.70010
H  4.31423  -0.21328  0.31151
H  -1.73371  -2.51832  -0.64096
H  -2.97307  -2.18185  0.63169
H  -3.04391  -1.35218  -0.99978
H  2.70064  -2.26383  -1.14734
H  2.06904  -0.29615  -1.86287
H  -1.08944  -0.20294  1.99837

## Properties
Total charge: 0
Highest occupied orbital energy (alpha / beta), eV: -6.4363 / -6.7163
E_tot, eV: -21104.859
Lowest unoccupied orbital energy (alpha / beta), eV: 0.130 / 0.304
Orbital gap (alpha / beta), eV: 6.6 / 7.0

---

Which formula does entry 2 have? CH5O7P2

---

E_tot of number 1 (C5H10O)? -7392.337 eV

---

Number 1 is which compound? C5H10O

---

E_tot of number 2 (CH5O7P2)? -34034.567 eV